(1)
The following is a quantum chemistry calculation of one molecule with the formula C8H16N2O3 in a non-equilibrium geometry, from the OMol25 dataset.

Properties
- Maximum force: 2.8 eV/Å
- 2S+1: 1
- LUMO energy: 0.8 eV
- Energy above the lowest of the compared OMol25 structures with the same formula, charge and spin: 128.54 kJ/mol

```
29
C8H16N2O3 | the OMol25 dataset | ωB97M-V/def2-TZVPD
C -1.3622 0.1544 -2.1603
C -1.6032 1.0338 -0.8937
C -2.0369 -1.2079 -2.1106
C 0.1182 -0.1155 0.7355
C -0.4095 -1.3476 1.4836
C 1.2062 0.6363 1.5239
C 1.8863 1.5180 0.4504
C 2.2572 -0.1626 2.3629
H 0.6043 0.9129 -2.3534
H 0.4639 -0.5488 -3.0795
H -1.6729 0.7675 -3.0208
H -2.0884 -1.5095 -1.0430
H -1.4174 -1.9337 -2.7109
H -3.0224 -1.2199 -2.4887
H -1.3034 1.3781 1.0278
H 0.5869 -0.4324 -0.2041
H 0.6759 1.3411 2.1220
H 1.1274 1.9480 -0.2502
H 2.5644 0.9324 -0.1886
H 2.5107 2.3414 0.8255
H 3.0224 0.4832 2.8511
H 1.8673 -0.9121 3.0099
H 2.9014 -0.7740 1.6396
H -1.9513 -2.2059 1.9143
N 0.1487 0.0099 -2.2728
N -0.9510 0.7715 0.3177
O -2.5735 1.7675 -0.8858
O 0.2120 -2.2042 2.0423
O -1.7612 -1.4219 1.3557
```

(2)
The following is a quantum chemistry calculation of C42H50HfI2N8O2P as an isolated structure in a non-equilibrium geometry, from the OMol25 dataset.

Properties
- Net charge: +3
- Maximum force: 1.5 eV/Å
- 2S+1: 1
- LUMO energy: -8.9 eV
- Energy above the lowest of the compared OMol25 structures with the same formula, charge and spin: 30.47 kJ/mol

```
106
C42H50HfI2N8O2P | the OMol25 dataset | ωB97M-V/def2-TZVPD
Hf -0.0675 -0.0723 -0.3679
C 1.2969 3.0023 -0.6853
C 0.7582 2.1287 0.4334
C 1.6355 1.5787 1.4044
C 3.1212 1.8033 1.3021
C 1.1156 1.0151 2.5838
C 2.0639 0.6681 3.6993
C -0.2766 0.9130 2.7774
C -0.8273 0.2146 3.9907
C -1.1482 1.5515 1.8808
C -2.6021 1.7485 2.1951
C -0.6398 2.1651 0.7120
C -1.5688 3.0479 -0.0825
H 0.6999 2.9462 -1.5951
H 2.3222 2.7661 -0.9503
H 1.2876 4.0448 -0.3562
H 3.3732 2.7308 1.8244
H 3.4790 1.8992 0.2806
H 3.6881 1.0071 1.7773
H 2.8776 0.0152 3.3840
H 1.5704 0.2058 4.5460
H 2.5233 1.5927 4.0585
H -0.9054 0.9084 4.8312
H -0.1924 -0.6128 4.3017
H -1.8165 -0.1920 3.7972
H -3.2383 1.2957 1.4303
H -2.8298 2.8152 2.2177
H -2.8859 1.3401 3.1576
H -1.7518 3.9597 0.4929
H -2.5349 2.5694 -0.2355
H -1.1660 3.3555 -1.0409
I -5.1173 -0.8215 0.0338
C -3.5360 -1.9055 0.8695
C -3.8061 -3.0542 1.6285
C -2.8049 -3.7248 2.2815
I -3.2880 -5.4606 3.3564
C -1.4740 -3.2336 2.2269
C -0.3920 -3.7870 2.9344
C 0.8563 -3.2186 2.8391
C 1.0348 -2.1021 2.0304
N 0.0592 -1.5528 1.3176
C -1.2037 -2.0974 1.4174
C -2.2430 -1.4425 0.7099
O -1.9305 -0.3792 -0.0581
H -4.8257 -3.4076 1.7031
H -0.5609 -4.6452 3.5723
H 1.6966 -3.6316 3.3788
H 2.0048 -1.6222 1.9873
C -0.4478 -4.5988 -2.5035
C -0.2693 -3.3087 -1.8994
N -0.1278 -2.2822 -1.4087
H -1.4873 -4.7315 -2.8088
H -0.1936 -5.3810 -1.7860
H 0.1918 -4.7080 -3.3801
C -3.9057 0.6809 -4.3691
N -3.2064 -0.6008 -4.2931
C -2.3209 -0.7390 -5.4472
N -1.3612 0.3542 -5.5254
C -2.0807 1.6241 -5.5932
N -2.9648 1.7936 -4.4416
C -2.2561 2.0171 -3.2202
P -1.1497 0.5250 -2.7791
C -2.5127 -0.7680 -3.0466
C -0.3570 0.3300 -4.5015
H -4.5441 0.7984 -3.4919
H -4.5295 0.6865 -5.2622
H -2.9285 -0.7326 -6.3518
H -1.7890 -1.6908 -5.3874
H -2.6812 1.6339 -6.5025
H -1.3669 2.4477 -5.6382
H -2.9592 2.1691 -2.4008
H -1.6174 2.8965 -3.3258
H -3.2190 -0.6813 -2.2223
H -2.0659 -1.7617 -3.0135
H 0.1871 -0.6176 -4.5329
H 0.3484 1.1467 -4.6543
C 8.9864 4.2842 -1.5196
C 7.7302 4.0236 -2.3000
C 7.7381 3.1728 -3.4033
C 6.5934 2.9599 -4.1565
C 5.4098 3.5879 -3.8013
N 4.1651 3.3585 -4.5076
C 3.3268 2.3417 -4.1813
O 2.1114 2.4014 -4.1738
N 3.9920 1.1371 -3.8477
C 3.5826 0.2529 -2.8905
C 4.4256 -0.7769 -2.4489
C 3.9991 -1.6088 -1.4344
C 2.7645 -1.3984 -0.8477
N 1.9395 -0.4156 -1.2504
C 2.3304 0.3584 -2.2770
C 5.3832 4.4385 -2.7033
C 6.5353 4.6564 -1.9635
H 9.5032 3.3574 -1.2714
H 8.7750 4.8310 -0.6030
H 9.6742 4.8867 -2.1157
H 8.6617 2.6859 -3.6916
H 6.6436 2.3435 -5.0486
H 3.6905 4.1991 -4.8066
H 4.9443 1.0637 -4.1668
H 5.4032 -0.9064 -2.8972
H 4.6252 -2.4163 -1.0820
H 2.4248 -2.0416 -0.0512
H 1.6426 1.1097 -2.6338
H 4.4603 4.9460 -2.4439
H 6.5087 5.3351 -1.1199
```

(3)
The following is a quantum chemistry calculation of one molecule with the formula C4H5ClN2O2 in a non-equilibrium geometry, from the OMol25 dataset.

Properties
- Maximum force: 5.0 eV/Å
- 2S+1: 1
- LUMO energy: 0.3 eV
- Energy above the lowest of the compared OMol25 structures with the same formula, charge and spin: 197.89 kJ/mol

```
14
C4H5ClN2O2 | the OMol25 dataset | ωB97M-V/def2-TZVPD
C -0.2032 -0.6970 1.1611
C 1.6086 -0.8870 -0.4730
C 0.7927 0.0357 0.3556
C -1.4118 0.7260 -0.0074
N -1.4020 -0.4005 0.8802
N -0.0104 0.9479 -0.4488
O 0.9402 -1.3522 -1.5401
O 2.7100 -1.2544 -0.1626
Cl -2.1055 2.2306 0.6811
H -0.0968 -1.6274 1.8288
H 1.4472 0.6896 1.0756
H -2.3216 0.5007 -0.9005
H 0.0236 1.9136 -0.6931
H 0.0290 -0.8257 -1.7570
```